[1]
{"formula": "C46H129N9O14", "method": "ωB97M-V/def2-TZVPD", "homo_energy_ev": -8.7, "multiplicity": 1, "gap_ev": 9.09, "elements": ["C", "C", "C", "O", "C", "N", "H", "H", "H", "H", "H", "H", "H", "H", "H", "H", "H", "C", "C", "C", "O", "C", "N", "H", "H", "H", "H", "H", "H", "H", "H", "H", "H", "H", "C", "C", "C", "O", "C", "N", "H", "H", "H", "H", "H", "H", "H", "H", "H", "H", "H", "C", "C", "C", "O", "C", "N", "H", "H", "H", "H", "H", "H", "H", "H", "H", "H", "H", "C", "C", "C", "O", "C", "N", "H", "H", "H", "H", "H", "H", "H", "H", "H", "H", "H", "C", "C", "C", "O", "C", "N", "H", "H", "H", "H", "H", "H", "H", "H", "H", "H", "H", "C", "C", "C", "O", "C", "N", "H", "H", "H", "H", "H", "H", "H", "H", "H", "H", "H", "C", "C", "C", "O", "C", "N", "H", "H", "H", "H", "H", "H", "H", "H", "H", "H", "H", "C", "C", "C", "O", "C", "N", "H", "H", "H", "H", "H", "H", "H", "H", "H", "H", "H", "C", "C", "O", "H", "H", "H", "H", "H", "H", "C", "C", "O", "H", "H", "H", "H", "H", "H", "C", "C", "O", "H", "H", "H", "H", "H", "H", "C", "C", "O", "H", "H", "H", "H", "H", "H", "C", "C", "O", "H", "H", "H", "H", "H", "H"], "xyz": [[0.181, -1.627, 8.750], [-0.871, -1.253, 7.716], [-0.242, -0.824, 6.399], [0.464, -1.903, 5.754], [0.861, -1.567, 4.413], [-1.920, -2.239, 7.566], [-0.405, -1.810, 9.651], [0.953, -0.886, 8.960], [0.704, -2.538, 8.458], [-1.415, -0.380, 8.077], [0.484, -0.037, 6.603], [-0.936, -0.356, 5.701], [0.103, -1.838, 3.678], [1.763, -2.165, 4.279], [1.121, -0.536, 4.172], [-1.968, -2.559, 6.609], [-1.519, -3.068, 7.981], [1.132, 1.165, -0.207], [0.529, -0.039, 0.530], [-0.609, -0.771, -0.238], [-1.842, -0.107, -0.087], [-2.983, -0.842, -0.606], [1.656, -0.850, 0.733], [1.939, 1.667, 0.327], [0.414, 1.956, -0.424], [1.543, 0.811, -1.152], [0.233, 0.300, 1.523], [-0.658, -1.796, 0.130], [-0.281, -0.860, -1.274], [-3.842, -0.185, -0.472], [-3.026, -1.768, -0.032], [-2.740, -1.138, -1.627], [2.197, -0.801, -0.119], [2.296, -0.398, 1.370], [1.794, -1.762, -3.946], [2.503, -1.392, -5.278], [2.355, -2.463, -6.380], [3.180, -2.198, -7.521], [3.291, -3.356, -8.335], [1.957, -0.140, -5.697], [1.974, -1.084, -3.112], [2.036, -2.766, -3.599], [0.730, -1.828, -4.176], [3.543, -1.212, -5.004], [1.317, -2.547, -6.702], [2.651, -3.403, -5.915], [3.968, -3.988, -7.761], [3.672, -3.086, -9.320], [2.340, -3.865, -8.495], [2.531, 0.259, -6.426], [1.044, -0.259, -6.111], [-4.257, 4.669, -1.928], [-3.126, 4.098, -2.797], [-2.664, 2.572, -2.505], [-1.950, 2.063, -3.664], [-1.001, 0.975, -3.550], [-3.421, 4.298, -4.156], [-5.054, 3.932, -2.024], [-4.658, 5.595, -2.340], [-3.843, 4.865, -0.938], [-2.306, 4.814, -2.749], [-3.503, 1.922, -2.256], [-2.058, 2.508, -1.601], [-1.481, 0.084, -3.147], [-0.081, 1.203, -3.011], [-0.655, 0.686, -4.542], [-4.370, 4.283, -4.502], [-2.988, 3.489, -4.577], [2.170, 4.151, 2.535], [3.677, 4.375, 2.404], [4.416, 4.339, 3.767], [5.751, 4.841, 3.765], [6.343, 4.750, 5.077], [4.125, 3.313, 1.524], [1.919, 3.098, 2.655], [1.649, 4.480, 1.636], [1.856, 4.743, 3.395], [3.837, 5.344, 1.931], [4.373, 3.373, 4.270], [3.849, 4.994, 4.428], [6.399, 3.709, 5.394], [5.842, 5.334, 5.849], [7.349, 5.163, 4.990], [5.051, 3.619, 1.260], [3.521, 3.343, 0.715], [-6.401, 0.908, -1.837], [-6.940, 1.108, -3.279], [-6.948, -0.107, -4.181], [-5.766, -0.862, -4.260], [-4.665, -0.343, -4.926], [-8.275, 1.687, -3.217], [-6.432, 1.829, -1.254], [-5.377, 0.553, -1.951], [-6.965, 0.198, -1.231], [-6.280, 1.851, -3.727], [-7.160, 0.196, -5.206], [-7.746, -0.802, -3.920], [-4.874, 0.015, -5.934], [-3.803, -1.009, -4.965], [-4.283, 0.474, -4.315], [-8.403, 2.251, -2.389], [-8.948, 0.980, -2.956], [-5.164, -1.033, 4.334], [-3.897, -0.709, 3.563], [-2.943, -1.855, 3.342], [-3.654, -2.778, 2.499], [-2.799, -3.762, 1.906], [-4.256, -0.110, 2.294], [-4.738, -1.470, 5.237], [-5.691, -1.850, 3.840], [-5.753, -0.157, 4.606], [-3.291, -0.017, 4.148], [-2.644, -2.385, 4.246], [-2.048, -1.552, 2.799], [-2.005, -3.358, 1.278], [-3.278, -4.577, 1.364], [-2.213, -4.216, 2.706], [-3.452, 0.359, 1.903], [-4.405, -0.865, 1.640], [4.580, -1.271, 3.658], [4.822, -0.009, 2.880], [5.689, -0.330, 1.713], [6.982, -0.784, 2.078], [7.842, -1.146, 1.017], [3.495, 0.537, 2.507], [5.430, -1.825, 4.058], [4.071, -1.913, 2.939], [3.840, -1.217, 4.456], [5.384, 0.689, 3.501], [5.767, 0.554, 1.081], [5.164, -1.064, 1.102], [8.416, -2.048, 1.232], [8.667, -0.440, 0.928], [7.400, -1.365, 0.045], [3.676, 1.438, 2.089], [3.037, 0.735, 3.385], [4.699, 2.243, -3.615], [4.051, 1.270, -2.530], [4.789, -0.128, -2.362], [3.950, -0.866, -1.356], [4.334, -2.195, -1.214], [4.152, 2.010, -1.286], [5.770, 2.414, -3.500], [4.097, 3.145, -3.722], [4.675, 1.781, -4.602], [3.038, 0.995, -2.822], [5.841, -0.045, -2.089], [4.809, -0.665, -3.310], [3.935, -2.636, -0.300], [5.410, -2.158, -1.043], [4.035, -2.875, -2.011], [5.119, 2.301, -1.255], [4.057, 1.303, -0.570], [-6.052, -3.594, -0.051], [-6.482, -3.046, -1.375], [-5.299, -2.893, -2.136], [-5.500, -4.529, -0.146], [-6.897, -3.810, 0.603], [-5.343, -2.922, 0.433], [-7.028, -2.114, -1.225], [-7.096, -3.769, -1.912], [-5.502, -2.418, -2.945], [-0.909, -4.477, -1.868], [-2.342, -3.968, -1.879], [-3.253, -4.925, -2.381], [-0.744, -5.117, -1.001], [-0.163, -3.697, -1.717], [-0.602, -5.052, -2.742], [-2.467, -3.121, -2.555], [-2.680, -3.729, -0.871], [-4.063, -4.420, -2.285], [-1.775, 2.951, 2.924], [-2.287, 3.714, 1.704], [-3.421, 4.514, 2.135], [-0.999, 2.287, 2.542], [-2.520, 2.285, 3.360], [-1.365, 3.582, 3.713], [-2.650, 3.009, 0.956], [-1.488, 4.318, 1.275], [-4.086, 3.880, 2.415], [1.969, 5.626, -2.894], [1.445, 4.593, -2.020], [2.467, 4.309, -1.113], [2.199, 6.544, -2.352], [1.263, 5.916, -3.672], [2.885, 5.365, -3.424], [1.019, 3.730, -2.531], [0.665, 4.981, -1.364], [2.991, 3.595, -1.483], [1.901, -5.793, 2.171], [2.265, -4.364, 1.902], [1.100, -3.635, 1.745], [2.760, -6.433, 2.375], [1.215, -6.203, 1.430], [1.328, -5.936, 3.087], [2.848, -4.289, 0.985], [2.871, -3.932, 2.698], [1.382, -2.733, 1.575]]}

=====

[2]
{"formula": "C46H138O23", "method": "ωB97M-V/def2-TZVPD", "homo_energy_ev": -9.1, "multiplicity": 1, "gap_ev": 9.06, "elements": ["C", "C", "O", "H", "H", "H", "H", "H", "H", "C", "C", "O", "H", "H", "H", "H", "H", "H", "C", "C", "O", "H", "H", "H", "H", "H", "H", "C", "C", "O", "H", "H", "H", "H", "H", "H", "C", "C", "O", "H", "H", "H", "H", "H", "H", "C", "C", "O", "H", "H", "H", "H", "H", "H", "C", "C", "O", "H", "H", "H", "H", "H", "H", "C", "C", "O", "H", "H", "H", "H", "H", "H", "C", "C", "O", "H", "H", "H", "H", "H", "H", "C", "C", "O", "H", "H", "H", "H", "H", "H", "C", "C", "O", "H", "H", "H", "H", "H", "H", "C", "C", "O", "H", "H", "H", "H", "H", "H", "C", "C", "O", "H", "H", "H", "H", "H", "H", "C", "C", "O", "H", "H", "H", "H", "H", "H", "C", "C", "O", "H", "H", "H", "H", "H", "H", "C", "C", "O", "H", "H", "H", "H", "H", "H", "C", "C", "O", "H", "H", "H", "H", "H", "H", "C", "C", "O", "H", "H", "H", "H", "H", "H", "C", "C", "O", "H", "H", "H", "H", "H", "H", "C", "C", "O", "H", "H", "H", "H", "H", "H", "C", "C", "O", "H", "H", "H", "H", "H", "H", "C", "C", "O", "H", "H", "H", "H", "H", "H", "C", "C", "O", "H", "H", "H", "H", "H", "H"], "xyz": [[-5.050, -2.683, 6.212], [-4.598, -1.890, 5.020], [-4.447, -2.739, 3.868], [-4.341, -3.460, 6.496], [-6.039, -3.086, 5.999], [-5.064, -2.004, 7.065], [-3.767, -1.240, 5.295], [-5.378, -1.218, 4.660], [-4.163, -2.153, 3.162], [0.485, -6.541, 1.532], [1.171, -7.581, 0.739], [0.132, -8.287, 0.101], [0.008, -5.887, 0.802], [1.107, -5.910, 2.167], [-0.223, -7.076, 2.166], [1.882, -8.214, 1.270], [1.734, -7.118, -0.071], [-0.265, -8.870, 0.751], [-0.152, 0.789, -0.361], [-0.477, -0.576, 0.253], [0.772, -1.259, 0.531], [0.317, 0.576, -1.322], [0.473, 1.441, 0.249], [-1.036, 1.403, -0.528], [-1.050, -1.117, -0.500], [-1.066, -0.527, 1.168], [1.179, -1.482, -0.309], [-5.085, 1.100, 2.030], [-3.719, 0.408, 2.192], [-3.877, -1.029, 1.962], [-5.028, 2.150, 2.317], [-5.853, 0.653, 2.661], [-5.414, 1.135, 0.991], [-3.268, 0.663, 3.151], [-3.079, 0.874, 1.443], [-3.740, -1.222, 1.032], [-2.135, 7.624, -3.702], [-0.735, 7.117, -3.265], [-0.872, 6.133, -2.274], [-2.854, 7.871, -2.922], [-2.567, 6.863, -4.352], [-1.977, 8.481, -4.356], [-0.125, 7.966, -2.955], [-0.210, 6.718, -4.133], [-0.033, 6.001, -1.827], [-3.959, 4.815, -1.544], [-3.185, 4.325, -0.267], [-4.121, 3.957, 0.725], [-4.499, 3.945, -1.918], [-3.198, 5.207, -2.219], [-4.686, 5.603, -1.348], [-2.528, 5.100, 0.127], [-2.561, 3.458, -0.485], [-3.674, 4.070, 1.567], [2.578, 5.829, -3.764], [2.837, 5.541, -2.284], [1.771, 5.986, -1.437], [1.640, 5.327, -4.000], [3.406, 5.550, -4.415], [2.419, 6.902, -3.872], [3.771, 6.037, -2.018], [2.880, 4.459, -2.157], [2.048, 5.835, -0.530], [-3.264, -5.736, 1.428], [-3.638, -6.900, 2.295], [-4.982, -7.241, 2.088], [-2.256, -5.355, 1.588], [-3.929, -4.876, 1.510], [-3.371, -5.971, 0.369], [-3.584, -6.625, 3.348], [-2.935, -7.698, 2.057], [-5.459, -6.408, 2.117], [0.502, 0.941, 5.196], [0.583, 1.709, 3.869], [-0.273, 2.816, 4.072], [-0.517, 0.707, 5.502], [0.993, 1.439, 6.033], [1.063, 0.007, 5.221], [0.211, 1.096, 3.048], [1.590, 1.996, 3.565], [0.070, 3.338, 4.801], [-4.136, 0.631, -1.698], [-4.836, -0.635, -1.267], [-3.798, -1.399, -0.692], [-3.537, 0.457, -2.592], [-3.480, 1.122, -0.979], [-4.833, 1.425, -1.967], [-5.245, -1.189, -2.112], [-5.620, -0.420, -0.541], [-3.304, -1.797, -1.412], [0.701, 4.380, 1.028], [1.788, 4.887, 1.964], [2.729, 5.546, 1.164], [0.255, 5.232, 0.515], [-0.075, 3.749, 1.460], [1.092, 3.729, 0.247], [2.383, 4.078, 2.387], [1.384, 5.601, 2.682], [3.322, 5.992, 1.774], [7.248, -0.546, 0.494], [6.736, -1.274, -0.789], [7.837, -1.573, -1.622], [7.997, 0.206, 0.247], [7.633, -1.169, 1.302], [6.358, -0.115, 0.952], [6.089, -0.612, -1.365], [6.093, -2.135, -0.608], [7.567, -1.724, -2.530], [-3.485, 6.170, 3.674], [-2.357, 5.142, 3.865], [-2.505, 4.060, 2.991], [-3.562, 6.519, 2.644], [-3.266, 7.027, 4.312], [-4.428, 5.796, 4.071], [-2.356, 4.750, 4.882], [-1.361, 5.560, 3.720], [-1.733, 3.515, 3.156], [-1.503, -4.210, -1.137], [-2.144, -4.056, -2.555], [-2.470, -2.666, -2.758], [-1.256, -5.226, -0.829], [-2.140, -3.800, -0.353], [-0.562, -3.663, -1.191], [-3.040, -4.646, -2.749], [-1.436, -4.330, -3.337], [-2.833, -2.674, -3.647], [0.494, -1.194, -4.684], [0.412, -2.661, -5.125], [1.250, -3.332, -4.288], [-0.054, -0.545, -5.368], [1.524, -0.871, -4.538], [-0.073, -1.092, -3.758], [0.867, -2.655, -6.116], [-0.619, -3.012, -5.077], [1.890, -3.801, -4.828], [4.119, -4.313, 2.045], [5.580, -4.597, 1.619], [5.895, -5.833, 2.276], [3.440, -5.034, 1.590], [3.693, -3.325, 1.867], [4.064, -4.530, 3.112], [6.235, -3.777, 1.914], [5.724, -4.727, 0.547], [6.844, -5.783, 2.407], [4.279, 1.108, -2.770], [2.848, 1.511, -3.180], [3.014, 2.309, -4.369], [4.805, 0.515, -3.517], [4.163, 0.528, -1.854], [4.870, 2.002, -2.573], [2.294, 2.044, -2.407], [2.190, 0.659, -3.352], [2.128, 2.459, -4.706], [-6.132, -5.318, -2.723], [-5.993, -3.799, -2.621], [-6.202, -3.289, -3.945], [-5.290, -5.833, -3.183], [-6.988, -5.484, -3.378], [-6.313, -5.726, -1.728], [-5.039, -3.553, -2.155], [-6.807, -3.484, -1.968], [-5.370, -3.347, -4.420], [6.589, 2.839, -0.179], [5.571, 3.967, -0.423], [4.264, 3.498, -0.071], [7.595, 3.120, -0.491], [6.305, 1.952, -0.745], [6.627, 2.526, 0.864], [5.570, 4.320, -1.454], [5.880, 4.814, 0.191], [3.752, 4.240, 0.260], [3.793, -0.118, 3.112], [3.689, 0.901, 1.976], [4.503, 2.013, 2.161], [3.682, 0.370, 4.080], [4.690, -0.736, 3.090], [3.000, -0.861, 3.026], [2.660, 1.211, 1.795], [3.949, 0.473, 1.007], [4.472, 2.516, 1.343], [3.052, -3.858, -1.192], [3.051, -2.446, -1.647], [1.736, -2.105, -1.901], [2.837, -4.505, -2.043], [2.392, -3.963, -0.331], [4.024, -4.065, -0.744], [3.774, -2.356, -2.457], [3.289, -1.705, -0.884], [1.440, -2.599, -2.670], [-1.433, 2.246, -3.882], [-0.309, 3.233, -4.199], [0.465, 2.728, -5.270], [-1.089, 1.252, -3.594], [-2.084, 1.981, -4.715], [-2.126, 2.629, -3.134], [0.227, 3.438, -3.273], [-0.799, 4.097, -4.648], [-0.023, 3.028, -6.040], [-0.637, -2.137, 4.071], [-0.156, -3.304, 3.202], [1.067, -2.877, 2.620], [-0.465, -1.159, 3.622], [-0.217, -2.282, 5.066], [-1.721, -2.162, 4.185], [-0.807, -3.628, 2.389], [0.094, -4.197, 3.776], [0.862, -2.244, 1.928]]}

=====

[3]
{"formula": "C46H27Cl5N4O2Pb", "method": "ωB97M-V/def2-TZVPD", "homo_energy_ev": [-7.3, -7.3], "multiplicity": 1, "gap_ev": [4.62, 4.62], "elements": ["Pb", "Cl", "C", "C", "C", "C", "C", "C", "C", "C", "C", "C", "C", "C", "C", "C", "C", "C", "Cl", "C", "C", "C", "N", "C", "C", "C", "C", "C", "C", "Cl", "C", "C", "C", "C", "C", "C", "N", "C", "C", "C", "C", "C", "N", "C", "C", "C", "C", "Cl", "C", "C", "C", "C", "N", "H", "H", "H", "H", "H", "H", "H", "H", "H", "H", "H", "H", "H", "H", "H", "H", "H", "H", "H", "H", "H", "H", "H", "H", "C", "C", "O", "O", "H", "H", "H", "Cl"], "xyz": [[-0.404, -1.242, 0.188], [-7.037, 6.104, -0.095], [-5.721, 5.015, -0.156], [-4.803, 4.975, 0.879], [-3.778, 4.031, 0.837], [-3.676, 3.085, -0.202], [-4.612, 3.176, -1.237], [-5.561, 4.186, -1.255], [-2.699, 1.959, -0.155], [-2.252, 1.428, -1.373], [-2.283, 2.136, -2.650], [-1.620, 1.379, -3.554], [-1.217, 0.169, -2.883], [-0.350, -0.903, -3.482], [-0.420, -1.063, -5.028], [0.636, -1.698, -5.682], [0.470, -2.206, -6.961], [-0.797, -2.085, -7.559], [-1.108, -2.969, -8.963], [-1.839, -1.346, -6.967], [-1.637, -0.886, -5.674], [1.056, -0.744, -2.965], [1.342, -1.053, -1.656], [2.685, -0.602, -1.478], [3.443, -0.614, -0.293], [4.920, -0.539, -0.437], [5.705, 0.071, 0.547], [7.078, -0.104, 0.580], [7.696, -0.815, -0.472], [9.370, -1.032, -0.445], [6.939, -1.379, -1.507], [5.551, -1.224, -1.485], [2.849, -0.595, 0.992], [3.536, -0.785, 2.255], [2.650, -0.513, 3.246], [1.390, -0.191, 2.614], [1.493, -0.367, 1.247], [0.212, 0.190, 3.327], [-0.922, 0.770, 2.664], [-2.049, 1.359, 3.337], [-2.913, 1.754, 2.338], [-2.275, 1.455, 1.080], [-1.094, 0.755, 1.313], [0.153, -0.190, 4.755], [-0.329, 0.685, 5.743], [-0.557, 0.214, 7.031], [-0.383, -1.143, 7.319], [-0.761, -1.753, 8.855], [0.189, -1.988, 6.365], [0.506, -1.518, 5.122], [3.143, 0.033, -2.683], [2.139, -0.124, -3.624], [-1.576, 0.220, -1.567], [-4.926, 5.640, 1.734], [-3.031, 4.097, 1.603], [-4.647, 2.412, -2.005], [-6.258, 4.272, -2.095], [-2.654, 3.162, -2.791], [-1.384, 1.656, -4.569], [1.592, -1.887, -5.187], [1.247, -2.731, -7.535], [-2.801, -1.214, -7.478], [-2.478, -0.372, -5.182], [5.261, 0.712, 1.293], [7.685, 0.370, 1.329], [7.493, -1.879, -2.302], [4.971, -1.725, -2.271], [4.547, -1.051, 2.426], [2.847, -0.434, 4.332], [-2.198, 1.461, 4.386], [-3.871, 2.205, 2.461], [-0.439, 1.751, 5.521], [-0.838, 0.865, 7.867], [0.386, -3.019, 6.630], [0.951, -2.146, 4.358], [4.110, 0.469, -2.817], [2.195, 0.214, -4.647], [-2.849, -3.748, 2.910], [-1.969, -2.958, 1.948], [-0.774, -3.329, 1.860], [-2.497, -1.962, 1.294], [-2.857, -4.831, 2.674], [-3.862, -3.364, 2.944], [-2.475, -3.614, 3.960], [-0.956, -2.504, -2.797]]}

=====

Summary of relative energy (zero: lowest compared OMol25 entry of this formula, charge and spin) in eV
3.356, 1.439, 0.000
(order as listed above)
Summary of calculated total energy in a.u.
-3375.8647, -3565.6538, -4632.4199
(order as listed above)